Molecular formula: C37H50Br3Cl36F3O5S
Method: DFT, ωB97M-V/def2-TZVPD

Geometry as XYZ:
```
135
Properties=species:S:1:pos:R:3:forces:R:3
C 5.431629 0.903111 2.180471 0.154 -1.644 1.735
C 4.528807 1.506916 1.670752 -2.740 0.845 0.158
C 3.310349 2.355001 1.205434 1.202 -0.720 0.229
C 2.967287 2.138388 -0.341291 -0.427 0.846 1.287
C 1.854194 3.248097 -0.701902 0.227 -0.845 1.159
C 0.420207 2.543450 -0.589317 1.202 -0.898 -2.235
C 0.305592 1.710794 -1.976716 1.145 2.078 0.158
O -1.010627 1.427838 -2.410912 0.847 -0.917 0.734
C -1.684580 0.364286 -1.755735 -3.127 -0.941 -0.320
C -2.861304 -0.021215 -2.791958 1.057 -0.962 -0.234
C -3.956854 -1.025373 -2.245631 -0.828 0.187 -0.977
C -5.427067 -0.391211 -2.144918 -0.152 -1.409 0.053
C -6.473316 -1.615680 -2.102805 -0.026 0.985 1.226
C -6.306052 -2.296003 -0.651811 0.716 0.210 -1.003
C -0.863847 -0.966663 -1.550271 1.330 -0.185 0.053
C -0.291385 -1.190990 -0.088830 -0.188 -0.772 -0.280
C 1.106197 -1.929549 -0.041987 -0.300 0.395 0.721
F 2.018137 -1.503178 -1.010552 -1.421 -0.764 0.793
Br 1.918162 -1.405138 1.718215 -0.271 0.046 -0.697
C 0.992699 -3.525675 0.010054 0.981 0.523 0.784
F 0.308076 -3.843175 1.188396 0.298 0.136 -2.451
F 0.401412 -4.054862 -1.113315 0.505 0.751 1.911
Br 2.838090 -4.229056 0.293254 -1.195 -0.174 -0.663
C -2.455256 0.803638 -0.413569 0.507 0.489 0.726
C -3.488223 1.971553 -0.653697 0.715 -0.578 -0.418
O -3.487034 2.726206 -1.562271 0.042 -0.399 0.357
Br -4.919957 2.270455 0.717660 0.887 -0.477 -0.615
O -0.679533 3.439416 -0.606927 0.798 -0.544 1.205
C -0.962025 4.160843 0.580295 -1.063 2.772 -0.184
S 0.005908 3.803008 2.100366 0.437 -0.211 0.438
C -0.857008 5.745110 0.286992 -0.992 -0.037 1.802
C -2.106373 6.449099 1.018566 1.001 0.830 -1.967
O -2.059834 6.320091 2.455517 -1.101 -1.670 -0.312
C -3.152024 5.622093 2.974342 -0.202 -1.120 1.788
O -4.299465 5.805208 2.667312 0.764 0.311 -0.753
C -2.896770 4.520677 4.107832 0.010 0.635 0.114
C -3.033942 3.046640 3.568126 -0.120 -0.560 -0.047
H 6.177064 0.325205 2.767496 -0.952 0.868 -1.053
H 2.437122 2.096844 1.877321 0.937 0.146 -0.866
H 3.547870 3.440858 1.429125 -0.137 -1.202 -0.417
H 3.921080 2.275430 -0.914771 -1.020 -0.328 0.324
H 2.548798 1.087630 -0.419378 0.720 1.178 -0.266
H 2.023842 3.731279 -1.699967 -0.383 -0.657 0.765
H 1.973996 4.058086 0.077362 -0.394 -0.800 -0.921
H 0.399205 1.742675 0.209757 -0.038 1.309 -0.171
H 0.735854 2.435658 -2.739087 -0.773 -0.984 0.659
H 1.034649 0.856170 -1.952058 -0.988 0.434 0.027
H -3.313703 0.887467 -3.269683 0.396 -0.719 0.757
H -2.312678 -0.568645 -3.622717 -0.793 0.847 1.097
H -3.673530 -1.578179 -1.299227 -0.226 0.820 -0.938
H -4.061847 -1.841605 -3.031120 0.169 0.869 0.927
H -5.588481 0.170710 -1.185045 0.281 -0.328 -0.930
H -5.636237 0.302724 -3.005275 0.363 -0.702 0.727
H -6.318948 -2.348961 -2.949403 -0.137 0.897 0.971
H -7.527683 -1.200995 -2.148146 1.226 -0.501 -0.250
H -7.249536 -2.252821 -0.043010 0.910 -0.337 -0.644
H -5.516822 -1.730107 -0.066151 -1.456 -0.918 -1.501
H -5.897340 -3.333423 -0.788450 -0.731 0.752 0.436
H -1.431967 -1.907766 -1.820899 0.274 1.373 0.228
H 0.006304 -0.948095 -2.281576 -1.061 0.085 0.770
H -0.194721 -0.269208 0.537772 -0.088 -0.761 -0.848
H -1.025039 -1.872088 0.446497 0.965 0.841 -0.324
H -1.735289 1.207237 0.371668 -0.865 -0.287 -0.902
H -2.939281 -0.081632 0.101888 0.363 1.112 -0.804
H -2.060907 3.996788 0.832353 1.235 -0.176 -0.402
H 0.169891 5.037351 2.703086 -0.426 -0.718 -0.936
H 0.053241 6.204248 0.771934 -0.637 -0.661 -0.915
H -0.921088 5.979265 -0.807808 0.095 -0.370 1.006
H -3.028692 6.010446 0.543978 0.629 0.681 0.906
H -2.004178 7.552890 0.794181 -0.498 -1.186 0.167
H -3.741186 4.671415 4.849740 1.024 0.009 -0.863
H -1.934385 4.682448 4.674408 -0.933 -0.199 -0.946
H -4.113147 2.705473 3.504184 1.239 0.624 0.176
H -2.512226 2.327675 4.267811 -0.519 0.875 -0.728
H -2.605195 2.880581 2.541107 -0.325 0.308 1.160
C -0.405672 1.082157 -5.705299 -0.085 0.131 -0.042
Cl -0.773070 -0.629090 -5.452602 0.316 -0.029 -0.311
Cl 1.313481 1.391034 -5.431828 -0.036 -0.052 -0.012
Cl -0.877899 1.584787 -7.331892 0.024 -0.036 0.123
H -0.976726 1.664692 -4.986559 0.081 -0.141 0.012
C 6.656330 -4.353173 1.229218 0.081 0.064 0.175
Cl 6.292365 -2.688906 1.702602 -0.050 -0.079 -0.116
Cl 8.266627 -4.822658 1.786304 -0.396 0.068 -0.201
Cl 5.429639 -5.460293 1.862760 0.169 -0.024 -0.029
H 6.640087 -4.410476 0.144962 -0.005 0.006 0.132
C 11.554087 -6.691164 0.589771 -0.055 0.074 -0.081
Cl 10.973350 -5.999148 -0.928745 0.075 -0.058 0.085
Cl 11.212678 -5.603385 1.939722 0.416 -0.157 0.005
Cl 10.822861 -8.276750 0.870072 0.007 0.063 0.055
H 12.629751 -6.819200 0.517591 -0.136 -0.005 0.015
C -9.381792 -4.199306 -3.768895 0.110 0.045 0.124
Cl -8.958187 -5.262132 -2.423263 -0.038 0.129 -0.081
Cl -10.031044 -2.665646 -3.170024 -0.024 -0.120 -0.088
Cl -7.973810 -3.918373 -4.803924 -0.155 -0.070 -0.006
H -10.149847 -4.686913 -4.361282 0.102 0.067 0.061
C 2.984462 -2.045357 -6.087560 0.051 -0.017 -0.025
Cl 3.890053 -2.527805 -4.647783 -0.098 0.061 -0.028
Cl 3.948147 -0.958159 -7.094977 -0.095 -0.039 0.078
Cl 2.480217 -3.466318 -7.010326 -0.024 0.096 0.060
H 2.093496 -1.512588 -5.767361 0.105 -0.048 -0.048
C -8.319884 2.843271 2.423799 0.047 0.011 0.133
Cl -8.267253 1.103810 2.099267 -0.019 0.041 -0.035
Cl -9.447061 3.195807 3.738615 0.036 -0.015 -0.112
Cl -6.705949 3.453095 2.806253 -0.537 0.267 0.370
H -8.671443 3.346868 1.528409 0.058 -0.075 0.097
C 12.349093 -11.341610 -0.438584 0.067 -0.088 -0.030
Cl 13.313195 -11.816751 0.964589 -0.088 0.064 -0.049
Cl 13.267481 -10.252261 -1.484233 -0.086 0.000 0.070
Cl 11.816858 -12.766442 -1.338936 -0.007 0.098 0.056
H 11.469788 -10.813178 -0.085115 0.123 -0.054 -0.061
C 7.817392 3.335577 -0.256945 0.134 -0.206 -0.076
Cl 8.198106 2.687803 -1.862320 -0.015 0.099 -0.014
Cl 6.690117 2.261846 0.604032 1.339 1.360 -1.138
Cl 9.296941 3.568996 0.686271 -0.165 0.055 -0.078
H 7.338537 4.302191 -0.384585 0.092 -0.109 -0.008
C 10.350501 4.421233 4.624534 -0.075 -0.004 -0.089
Cl 8.786529 3.655824 4.929723 0.097 0.034 0.010
Cl 11.249172 3.528761 3.392157 0.080 0.033 0.186
Cl 10.133101 6.106523 4.137323 0.036 -0.081 0.057
H 10.924789 4.403605 5.545456 -0.072 0.003 -0.119
C -5.265474 -0.671120 3.367011 0.175 0.021 0.163
Cl -4.806730 -1.237620 1.755026 0.208 0.236 1.195
Cl -6.435126 -1.774171 4.099576 0.041 0.107 -0.102
Cl -3.839453 -0.505707 4.398256 -0.043 0.035 -0.013
H -5.732683 0.305092 3.265713 0.067 -0.090 -0.054
C -1.068062 6.889310 6.836094 -0.100 0.017 0.009
Cl -0.514048 7.473467 5.271246 0.039 0.091 -0.062
Cl -2.808982 7.139241 7.012510 0.085 0.014 0.020
Cl -0.664653 5.183540 7.022304 0.094 -0.055 0.178
H -0.561634 7.451559 7.614455 -0.065 -0.084 -0.085
C -8.112813 -9.273809 -3.431144 0.066 0.118 0.001
Cl -7.911296 -8.654699 -1.787095 -0.023 -0.113 -0.068
Cl -9.309453 -8.318299 -4.315849 0.018 -0.156 -0.004
Cl -6.566586 -9.278393 -4.286736 -0.105 -0.040 0.049
H -8.471712 -10.296328 -3.368865 0.036 0.135 -0.008
```
Positions in Å, forces in eV/Å.

Results
orbital gap = 9.60 eV
calculated total energy = -26802.48053 Ha
LUMO energy = 0.1652 eV

Here are the Löwdin charges for atoms 1 to 2, given in e: -0.09, -0.26